Record 1
Formula: C4H13NOS
Source: the OMol25 dataset
Level of theory: ωB97M-V/def2-TZVPD

Structure (XYZ):
```
20
Properties=species:S:1:pos:R:3
C -2.7765 0.0292 1.1916
C -2.0743 -1.2639 0.6516
N -1.0955 -0.9637 -0.5019
C 0.3557 -0.9797 -0.0579
C 0.5216 -0.1569 1.2141
S 2.0863 0.7992 1.2953
H -2.8290 -0.0096 2.2773
H -2.2277 0.9456 0.8915
H -3.8023 0.1694 0.8578
H -2.7958 -1.9586 0.2188
H -1.5433 -1.6452 1.5065
H -1.3612 -0.0964 -0.9533
H 0.8910 -0.4312 -0.8492
H 0.4771 -2.0564 -0.1213
H -0.2729 0.5676 1.2999
H 0.6737 -0.8557 2.0413
H 1.5983 2.0380 1.4463
O 4.9548 1.6888 -4.3689
H 5.0309 1.9507 -3.4367
H 4.1890 2.2288 -4.6028
```

Output
ΔE to the lowest compared entry with this formula, charge and spin   40.47 kcal per mole
LUMO   0.615 eV
HOMO-LUMO gap   9.23 eV
SMILES string   CCNCCS.O
Molar mass   123.22 g mol⁻¹
HOMO level   -8.61 eV

Atom charges from the Mulliken analysis, given in e for atoms 1 to 6: atom 1 (C): -1.015, atom 2 (C): -0.391, atom 3 (N): -0.479, atom 4 (C): -0.564, atom 5 (C): -0.194, atom 6 (S): -0.238

=====

Record 2
Formula: C4H13NOS
Source: the OMol25 dataset
Level of theory: ωB97M-V/def2-TZVPD

Structure (XYZ):
```
20
Properties=species:S:1:pos:R:3
C 1.3002 -0.5177 -0.8886
N 0.2729 0.4033 -0.3953
C -0.8826 -0.2698 0.1458
C -1.5337 0.4081 1.4045
C -1.5462 1.9370 1.3271
S -2.4502 2.5304 -0.1732
H 0.9075 -1.2660 -1.5886
H 2.1755 -0.1297 -1.3939
H 1.5971 -1.0993 -0.0124
H -0.0990 0.8946 -1.2051
H -1.7274 -0.2885 -0.5522
H -0.7369 -1.3095 0.4540
H -2.5514 0.0237 1.3861
H -0.9856 0.1564 2.3155
H -2.0728 2.2974 2.2062
H -0.5759 2.4015 1.2328
H -3.4924 3.0890 0.4768
O 3.8892 -2.8009 -1.4452
H 4.7693 -3.0292 -1.1385
H 3.7423 -3.4309 -2.1557
```

Output
ΔE to the lowest compared entry with this formula, charge and spin   25.74 kcal per mole
LUMO   0.771 eV
HOMO-LUMO gap   9.44 eV
SMILES string   CNCCCS.O
Molar mass   123.22 g mol⁻¹
HOMO level   -8.67 eV

Atom charges from the Mulliken analysis, given in e for atoms 1 to 6: atom 1 (C): -0.998, atom 2 (N): -0.304, atom 3 (C): -0.725, atom 4 (C): -0.496, atom 5 (C): -0.738, atom 6 (S): -0.262

=====

Record 3
Formula: C4H13NOS2
Source: the OMol25 dataset
Level of theory: ωB97M-V/def2-TZVPD

Structure (XYZ):
```
21
Properties=species:S:1:pos:R:3
C -2.4721 0.9432 0.6003
S -2.1510 0.6264 2.3487
S -0.1310 0.4521 2.5529
C 0.5219 -0.6721 1.2968
C 1.4857 0.0719 0.3554
C 2.8058 -0.6799 0.1318
N 0.9203 0.4503 -0.9195
H -3.4536 1.3789 0.5311
H -1.7649 1.6219 0.1466
H -2.4680 0.0007 0.0414
H 1.1275 -1.4606 1.7441
H -0.2507 -1.2808 0.8435
H 1.7306 0.9906 0.8467
H 2.8026 -1.1588 -0.8564
H 3.0255 -1.3751 0.9248
H 3.5969 0.0400 0.0868
H 1.4201 0.1318 -1.7363
H -0.0770 0.4546 -1.0349
O -1.9503 0.0261 -2.7928
H -1.8921 -0.9040 -2.5485
H -2.8262 0.3427 -2.5624
```

Output
ΔE to the lowest compared entry with this formula, charge and spin   22.79 kcal per mole
LUMO   0.462 eV
HOMO-LUMO gap   8.62 eV
SMILES string   CSSC[C@@H](C)N.O
Molar mass   155.29 g mol⁻¹
HOMO level   -8.16 eV

Atom charges from the Mulliken analysis, given in e for atoms 1 to 6: atom 1 (C): -0.824, atom 2 (S): -0.086, atom 3 (S): -0.090, atom 4 (C): -0.945, atom 5 (C): 0.597, atom 6 (C): -1.378